Entry 1:
C6H10N2O2 | ωB97M-V/def2-TZVPD

Structure (XYZ):
```
20
Properties=species:S:1:pos:R:3:forces:R:3:nbo_charge:R:1
C -1.609039 -0.029965 -0.658522 -1.74 0.55 -1.34 0.24
C 0.248807 2.045286 -1.894091 1.30 -3.15 -1.51 -0.69
C -0.981146 -2.225663 1.461423 -0.75 1.90 0.70 -0.62
C 0.582824 1.507548 -0.578771 -0.26 -2.71 1.74 -0.16
C -0.124366 -0.911638 1.085174 2.04 -4.05 -0.56 -0.43
C -0.343032 -0.462789 -0.353439 3.42 1.97 2.75 -0.08
N -2.591803 0.492707 -0.943698 -0.46 -0.04 0.11 -0.30
N 0.434466 -1.212389 -1.327015 -0.19 0.76 -1.60 0.51
O 0.119550 -0.983440 -2.500249 0.35 -0.67 0.76 -0.39
O 1.391975 -1.877128 -0.970201 -0.60 0.22 -0.06 -0.37
H -0.759790 2.275755 -1.911383 -2.24 0.15 -0.39 0.24
H 0.594225 1.438191 -2.814088 -0.65 0.85 1.65 0.25
H 0.715295 2.957585 -1.915175 1.49 2.55 -0.33 0.24
H -0.769431 -2.368437 2.609102 -0.44 -0.32 -2.38 0.22
H -2.125313 -1.855978 1.375365 2.50 -1.42 0.01 0.22
H -0.682812 -3.077641 0.782566 -0.70 0.74 1.10 0.23
H 0.146606 2.125430 0.248336 0.30 -1.04 -0.53 0.21
H 1.578030 1.079110 -0.335073 -0.59 0.62 -0.40 0.21
H 1.002143 -1.190614 1.296705 -2.16 0.76 -0.77 0.24
H -0.408667 -0.281662 1.845948 -0.63 2.32 1.08 0.22
```
Positions in Å, forces in eV/Å.

- E (eV) = -13453.2727
- LUMO level (alpha / beta) (eV) = -0.75 / -0.75
- frontier orbital gap (alpha / beta) (eV) = 9.1 / 9.1

---

Entry 2:
C6H10N2O2 | ωB97M-V/def2-TZVPD

Structure (XYZ):
```
20
Properties=species:S:1:pos:R:3:forces:R:3:nbo_charge:R:1
C -2.519523 1.285043 -0.714687 0.03 0.33 -0.06 -0.25
O -2.236669 -0.010188 -0.238984 -0.21 -0.24 0.03 -0.51
C -1.158117 -0.069528 0.627681 0.06 0.23 -0.11 0.14
C -0.766713 -1.503370 1.063655 -0.11 -0.22 0.10 -0.42
C 0.632592 -1.260895 0.509744 0.54 0.09 0.27 -0.02
N 0.497498 -0.985684 -0.908036 -0.43 -0.37 -0.37 -0.57
C 0.260564 0.114989 0.031674 0.00 0.14 -0.53 -0.10
C 1.050264 1.319344 0.003770 1.76 1.54 2.26 0.30
N 1.743747 2.195912 0.371466 -1.72 -1.78 -1.48 -0.34
H -2.708200 1.982396 0.118615 0.04 -0.12 -0.16 0.17
H -1.686212 1.677611 -1.321075 -0.20 -0.08 0.11 0.17
H -3.419280 1.219176 -1.336232 0.27 0.00 0.15 0.20
H -1.290348 0.607389 1.488108 0.05 -0.11 -0.15 0.18
H -0.802413 -1.639769 2.149399 0.01 0.05 -0.25 0.22
H -1.324701 -2.303166 0.560599 0.17 0.27 0.08 0.24
H 1.585422 -1.564886 0.941306 -0.28 0.09 -0.09 0.21
H 1.415711 -0.891636 -1.342336 -0.07 0.30 0.22 0.39
O 3.534031 -0.013092 -1.064323 0.05 2.23 2.14 -0.96
H 3.607272 -0.873650 -0.639494 0.26 0.14 0.25 0.47
H 3.585074 0.714013 -0.300850 -0.23 -2.49 -2.42 0.50
```
Positions in Å, forces in eV/Å.

- E (eV) = -13456.3133
- LUMO level (eV) = 0.59
- frontier orbital gap (eV) = 10.0
- SMILES string = CO[C@H]1C[C@H]2N[C@@]12C#N.O

---

Entry 3:
C6H10N2O2 | ωB97M-V/def2-TZVPD

Structure (XYZ):
```
20
Properties=species:S:1:pos:R:3:forces:R:3:nbo_charge:R:1
N -1.496444 2.948955 -0.471988 2.38 -2.00 1.98 -0.40
C -0.790228 2.138964 0.028033 -3.91 1.69 -1.11 0.37
C -0.457055 0.839531 0.654327 0.72 0.26 0.26 -0.19
C -1.498758 -0.234304 0.310320 -0.16 0.25 -0.42 -0.07
O -1.213316 -1.418188 1.018427 -0.20 -0.03 0.17 -0.50
C 0.114282 -1.848527 1.026603 0.28 -0.05 0.13 0.08
C 0.914659 -2.059012 -0.219962 0.08 -0.14 -0.18 -0.47
C 1.234259 -0.896951 0.708503 0.17 -0.18 0.26 -0.10
N 0.895013 0.439692 0.284325 0.22 -0.18 -0.22 -0.62
H -0.489923 0.997309 1.746232 0.04 -0.03 -0.26 0.24
H -2.505237 0.077048 0.613051 0.24 -0.08 -0.06 0.21
H -1.497338 -0.410349 -0.779462 0.02 0.09 0.21 0.18
H 0.266588 -2.549758 1.847176 -0.10 0.22 -0.25 0.21
H 1.598886 -2.907574 -0.247692 -0.22 0.24 -0.01 0.23
H 0.465858 -1.795911 -1.179173 0.11 -0.07 0.27 0.22
H 2.139550 -0.976423 1.315907 -0.25 0.06 -0.19 0.20
H 1.019798 0.531292 -0.723008 -0.26 0.05 0.32 0.39
O 0.428347 2.047858 -2.086527 -2.84 1.12 -1.07 -1.02
H 1.302167 2.320394 -1.779811 -0.65 1.12 -0.12 0.49
H -0.431107 2.755953 -2.065282 4.33 -2.35 0.27 0.54
```
Positions in Å, forces in eV/Å.

- E (eV) = -13456.3793
- LUMO level (eV) = 0.78
- frontier orbital gap (eV) = 9.8
- SMILES string = N#C[C@H]1CO[C@H]2C[C@H]2N1.O

---

Entry 4:
C6H10N2S | ωB97M-V/def2-TZVPD

Structure (XYZ):
```
19
Properties=species:S:1:pos:R:3:forces:R:3:nbo_charge:R:1
C 0.487012 -1.121350 -0.786757 0.49 1.09 0.07 -0.20
C 0.909824 0.111307 -0.294553 -2.14 -2.59 -0.22 -0.12
C 0.033660 0.918243 0.374555 -2.06 0.52 -0.03 -0.17
C 2.294705 0.510724 -0.262357 3.27 1.63 -0.68 -0.63
C -1.163843 -2.683920 -1.373055 -1.10 -3.42 0.61 -0.43
C -1.155385 2.640972 2.097493 2.17 0.41 2.97 -0.79
N -1.793797 -0.631203 -0.501593 2.57 -0.25 -0.03 -0.28
N -0.868688 -1.422972 -0.861864 -0.58 4.29 1.34 -0.10
S -0.451777 2.497163 0.477179 1.04 -0.84 -1.00 0.45
H 1.144431 -1.932288 -0.981299 0.59 -0.28 -0.36 0.20
H 3.146410 -0.205635 -0.080397 -1.42 0.28 0.71 0.24
H 2.674834 0.871185 -1.249675 -0.88 0.04 0.31 0.23
H 2.296674 1.414967 0.378410 0.92 -0.66 -0.08 0.23
H -0.400275 -3.033050 -2.097498 -0.69 0.20 0.37 0.21
H -1.197389 -3.363159 -0.456809 0.17 0.36 -1.37 0.21
H -2.191210 -2.633580 -1.747338 0.44 -0.25 -0.28 0.24
H -2.198560 2.499192 1.947987 -0.88 -0.13 0.52 0.23
H -0.910219 3.677362 2.569166 -0.63 -1.60 -1.16 0.23
H -0.656406 1.886041 2.848407 -1.25 1.19 -1.69 0.25
```
Positions in Å, forces in eV/Å.

- E (eV) = -20193.5877
- LUMO level (alpha / beta) (eV) = 0.30 / 0.30
- frontier orbital gap (alpha / beta) (eV) = 7.5 / 7.5

---

Entry 5:
C6H10N2Si | ωB97M-V/def2-TZVPD

Structure (XYZ):
```
19
Properties=species:S:1:pos:R:3:forces:R:3:nbo_charge:R:1
C -2.416473 1.224121 -1.278279 0.73 1.55 -0.25 -0.23
C -2.451266 0.944967 0.080985 -2.58 -0.55 0.56 -0.20
C -1.315495 0.693866 -1.997143 -1.55 0.83 -0.16 -0.20
C -1.650367 -0.002083 0.719814 0.95 1.65 0.53 -0.25
C -0.406163 -0.105880 -1.381189 1.58 -0.98 -0.91 -0.20
C -0.555753 -0.364520 -0.012935 1.12 -2.59 -0.50 0.11
N 0.443210 -1.263633 0.459410 2.88 3.03 0.87 -0.43
N 1.639685 0.038957 1.052958 -0.97 -2.21 -2.90 -0.90
Si 3.291260 -0.598814 0.867056 -2.30 -1.11 0.70 1.04
H -3.066059 2.057461 -1.762630 0.99 -1.90 1.01 0.22
H -3.308347 1.264144 0.678009 0.20 0.47 -0.25 0.21
H -1.275313 0.947839 -3.036192 0.34 -0.10 -0.50 0.21
H -1.651045 -0.156919 1.830673 -0.38 -0.04 -1.27 0.22
H 0.471083 -0.619698 -1.967483 -1.81 1.21 1.39 0.23
H 0.306899 -1.556654 1.407672 -0.83 -0.42 0.48 0.34
H 1.305036 0.028973 1.964676 -0.61 0.34 2.12 0.34
H 3.646230 -1.171987 2.213337 0.68 0.64 -0.34 -0.18
H 3.941251 0.414517 0.103811 1.12 0.64 -0.03 -0.17
H 3.051627 -1.774655 0.057450 0.43 -0.46 -0.52 -0.17
```
Positions in Å, forces in eV/Å.

- E (eV) = -17238.5212
- LUMO level (eV) = 0.26
- frontier orbital gap (eV) = 9.0

---

Entry 6:
C6H10N3OS | ωB97M-V/def2-TZVPD

Structure (XYZ):
```
21
Properties=species:S:1:pos:R:3:forces:R:3:nbo_charge:R:1
C 2.909911 1.616383 0.173660 -0.25 1.45 2.08 0.12
C 0.529076 1.222903 -0.037593 -0.82 -0.76 -1.53 0.55
C 2.508030 -1.527114 -1.202118 0.03 -0.73 0.23 0.74
C 1.533117 2.170486 0.413943 2.32 0.51 3.11 -0.58
C 2.229964 -0.401501 -0.585304 -2.90 0.20 -0.54 -0.02
C -3.617026 -2.667496 0.290862 0.79 -0.86 -3.41 -0.70
N 3.129166 0.443017 -0.154565 3.18 -0.42 -0.30 -0.36
N 0.835061 0.020701 -0.561340 -0.74 1.08 0.08 -0.52
N -0.705294 1.660250 -0.026546 -1.42 -0.47 -0.30 -0.71
O 2.654798 -2.564554 -1.646906 0.30 -0.75 -0.58 -0.32
S -2.688484 -1.139456 -0.044102 -0.17 0.92 0.38 -0.13
H 3.687894 2.160763 0.712973 0.25 0.14 -0.78 0.21
H -2.544235 -0.666345 1.234787 -0.22 -0.35 -0.66 0.14
H 1.545327 2.243720 1.597613 -0.58 -0.12 -2.07 0.28
H 1.498165 3.226049 0.100304 -0.72 -0.56 -0.33 0.28
H -3.232010 -2.896335 1.236462 0.19 -1.32 1.14 0.23
H -3.247088 -3.344174 -0.608969 -0.63 0.93 2.33 0.24
H -4.704235 -2.684530 0.220048 0.15 0.72 0.22 0.24
H 0.089561 -0.514639 -1.058094 0.76 0.45 0.86 0.45
H -0.963597 2.561271 0.378737 0.29 -0.53 -0.30 0.44
H -1.448111 1.080601 -0.433854 0.16 0.47 0.38 0.43
```
Positions in Å, forces in eV/Å.

- E (eV) = -23728.3464
- LUMO level (eV) = -3.54
- total charge = +1
- frontier orbital gap (eV) = 8.8

---

So what do the calculations give for largest force on an atom? Going down the list: 0.09340, 0.06761, 0.09601, 0.08823, 0.08296, 0.07617 Eh/bohr.